This record from the Open Molecules 2025 dataset describes a structure of composition C30H44BrN3P2V in a non-equilibrium geometry. The level of theory is wB97M-V/def2-TZVPD.

For the lowest unoccupied orbital energy (alpha / beta), the calculation gives -6.18 / -8.60 eV. The expectation value of S² is 3.78. Its relative energy (zero: lowest compared OMol25 entry of this formula, charge and spin) is 0.0000 eV. As for the HOMO-LUMO gap (alpha / beta): 6.86 / 4.44 eV.

```
! RIJCOSX wB97M-V def2-TZVPD def2/J DEFGRID3
* xyz 2 4
C 4.11 -6.69 -5.36
C 3.71 -5.39 -5.73
C 3.88 -5.02 -7.09
C 4.45 -5.95 -7.97
N 4.83 -7.17 -7.60
C 4.67 -7.54 -6.33
C 3.16 -4.49 -4.74
C 2.74 -3.71 -3.91
C 2.28 -2.69 -3.07
C 1.17 -2.99 -2.30
C 0.42 -1.91 -1.85
C 0.92 -0.55 -2.05
C 2.12 -0.29 -2.69
C 2.82 -1.39 -3.18
V -0.04 -0.71 -0.41
P -2.19 -0.28 -1.14
H 3.60 -4.04 -7.47
H 4.01 -7.05 -4.34
H 4.61 -5.69 -9.02
H 4.99 -8.54 -6.06
H 3.75 -1.27 -3.74
H 0.87 -4.02 -2.11
H 2.49 0.73 -2.81
H -0.58 -2.11 -1.32
C -3.14 1.15 -0.49
C -4.34 1.62 -1.32
H -2.40 1.96 -0.37
H -3.46 0.87 0.52
H -4.87 2.40 -0.78
H -4.03 2.05 -2.28
H -5.05 0.81 -1.52
C -2.10 -0.01 -2.97
C -2.56 -1.19 -3.82
H -1.04 0.22 -3.19
H -2.66 0.90 -3.22
H -2.34 -0.97 -4.88
H -2.03 -2.11 -3.56
H -3.63 -1.37 -3.74
C -3.18 -1.78 -0.74
C -4.69 -1.69 -0.98
H -2.99 -1.99 0.32
H -2.75 -2.62 -1.30
H -5.14 -2.67 -0.78
H -5.16 -0.97 -0.31
H -4.94 -1.42 -2.02
Br 0.47 1.74 -0.43
P 1.10 3.60 -4.25
C -0.63 2.99 -4.20
C -1.57 4.10 -4.67
H -0.82 2.65 -3.17
H -0.68 2.11 -4.87
H -2.53 3.69 -4.96
H -1.74 4.83 -3.87
H -1.15 4.64 -5.53
C 1.61 4.00 -2.55
C 2.63 5.14 -2.48
H 2.00 3.07 -2.12
H 0.69 4.26 -2.01
H 2.74 5.47 -1.45
H 3.62 4.82 -2.83
H 2.31 5.99 -3.08
C 2.11 2.18 -4.81
C 2.40 2.29 -6.31
H 1.57 1.26 -4.57
H 3.05 2.20 -4.22
H 3.19 1.60 -6.59
H 1.50 2.05 -6.89
H 2.72 3.31 -6.57
N 2.28 0.18 1.85
C 1.54 -0.87 2.28
C 1.89 -1.57 3.46
C 1.12 -2.64 3.86
C -0.04 -2.95 3.13
C -0.37 -2.22 2.00
N 0.47 -1.25 1.51
H 1.92 0.79 1.10
H 2.99 0.55 2.46
H 2.78 -1.24 3.99
H 1.40 -3.25 4.72
H -0.70 -3.77 3.43
H -1.30 -2.35 1.44
*
```

This record from the Open Molecules 2025 dataset describes a structure of composition C30H44CaN4OP2Si in a non-equilibrium geometry. The level of theory is wB97M-V/def2-TZVPD.

For the lowest unoccupied orbital energy, the calculation gives -1.27 eV. As for the HOMO-LUMO gap: 6.12 eV.

```
! RIJCOSX wB97M-V def2-TZVPD def2/J DEFGRID3
* xyz 0 1
Ca -0.25 2.76 -0.70
C -0.67 0.21 5.16
C 0.44 -0.16 4.51
C 0.41 -0.92 3.21
C -0.58 -0.51 2.06
C -1.84 -1.31 1.85
C -2.62 -1.75 2.84
C -2.31 -1.61 4.30
C -2.07 -0.17 4.77
C -2.11 4.23 -0.78
H -0.63 0.85 6.06
H 1.43 0.03 4.96
H 0.29 -2.01 3.42
H 1.42 -0.77 2.80
H -0.79 0.58 2.16
H -0.05 -0.60 1.08
H -2.12 -1.33 0.77
H -3.56 -2.27 2.55
H -1.56 -2.33 4.65
H -3.23 -1.91 4.81
H -2.49 0.54 4.03
H -2.69 0.01 5.67
H -1.85 5.27 -0.55
H -3.11 4.07 -0.29
H -2.32 4.17 -1.89
P -0.75 -0.12 -2.40
P 2.68 -0.80 -0.70
N -2.13 -1.35 -2.28
N -0.79 -0.27 -4.29
N 2.53 -2.53 -0.31
N 4.35 -1.11 -1.32
C 0.47 -1.47 -2.38
C 1.92 -0.97 -2.36
C -3.44 -0.97 -2.01
C -4.27 -2.09 -2.12
C -3.44 -3.19 -2.50
C -2.13 -2.72 -2.60
C -0.95 0.84 -5.12
C -0.97 0.42 -6.46
C -0.86 -1.00 -6.45
C -0.73 -1.40 -5.12
C 1.64 -2.94 0.70
C 1.53 -4.33 0.66
C 2.38 -4.79 -0.39
C 2.88 -3.67 -1.04
C 5.26 -2.17 -1.22
C 6.42 -1.87 -1.93
C 6.23 -0.57 -2.50
C 4.96 -0.14 -2.14
H 0.43 -2.05 -3.32
H 0.25 -2.23 -1.61
H 2.52 -1.69 -2.94
H 2.03 0.03 -2.82
H -3.65 0.05 -1.73
H -5.33 -2.13 -1.93
H -3.75 -4.22 -2.68
H -1.22 -3.26 -2.83
H -1.04 1.82 -4.67
H -1.02 1.07 -7.33
H -0.87 -1.68 -7.31
H -0.57 -2.41 -4.77
H 1.20 -2.19 1.37
H 0.86 -4.91 1.28
H 2.57 -5.83 -0.63
H 3.54 -3.65 -1.90
H 5.03 -3.11 -0.73
H 7.28 -2.52 -2.01
H 6.95 -0.02 -3.09
H 4.42 0.76 -2.40
C 0.69 4.86 3.82
Si -0.49 4.75 2.31
C -2.14 4.20 3.09
C -0.71 6.64 2.10
O 0.05 3.80 1.12
H 0.37 5.65 4.52
H 1.70 5.11 3.46
H 0.71 3.90 4.35
H -2.49 4.98 3.80
H -2.93 4.03 2.35
H -1.99 3.27 3.65
H 0.21 7.16 2.39
H -1.02 6.98 1.10
H -1.50 6.96 2.80
*
```